1.
{
  "formula": "C5H9IOS",
  "method": "ωB97M-V with the def2-TZVPD basis set",
  "smiles": "CC(C)(I)C=C=O.S",
  "homo_lumo_gap_ev": 8.8,
  "elements": ["C", "C", "C", "C", "C", "O", "S", "I", "H", "H", "H", "H", "H", "H", "H", "H", "H"],
  "coordinates": [[-1.66132, 0.88084, 0.18489], [0.20014, -1.17891, 1.20754], [1.70352, 0.86903, 1.34060], [-0.36775, 0.89680, -0.00698], [0.73577, 0.05489, 0.50312], [-2.80907, 1.10262, 0.13192], [-2.05841, -0.28384, -3.53277], [1.48808, -0.83838, -1.46355], [-1.14519, -0.35610, -2.73214], [-0.82155, -1.42449, 0.78806], [-0.03119, -0.99244, 2.22260], [0.84855, -2.01907, 1.05947], [1.89275, 1.92056, 1.03749], [2.66822, 0.39091, 1.40360], [1.31288, 0.88495, 2.33794], [-0.05364, 1.77532, -0.66376], [-1.90180, -1.68270, -3.81802]],
  "forces_ev_per_a": [[-1.26, 1.05, -0.92], [-1.63, -0.12, -1.30], [0.95, 0.23, -0.80], [0.94, 1.62, -0.63], [-0.97, -0.21, -0.74], [0.91, -0.77, 0.60], [-3.16, -1.88, -3.36], [0.51, 0.43, 0.63], [3.43, -0.09, 3.04], [1.22, -0.07, 0.02], [0.27, 0.27, 1.37], [0.21, -0.46, 0.37], [-0.41, -0.75, -0.20], [0.40, -0.27, 0.02], [-0.40, 0.12, 0.64], [-0.68, -1.08, 0.97], [-0.33, 1.99, 0.30]],
  "lowdin_charge": [-0.19, -0.16, -0.10, -0.23, -0.82, 0.17, 0.50, 0.78, -0.45, 0.10, 0.07, 0.04, 0.10, 0.07, 0.08, 0.15, -0.13]
}

2.
{
  "formula": "C18H24B2GaN2O5",
  "method": "ωB97M-V with the def2-TZVPD basis set",
  "charge": -1,
  "homo_lumo_gap_ev": 4.7,
  "elements": ["C", "C", "C", "C", "O", "Ga", "B", "N", "O", "B", "N", "O", "H", "H", "H", "H", "H", "H", "H", "H", "H", "H", "H", "H", "H", "H", "H", "H", "C", "C", "C", "C", "C", "C", "C", "O", "C", "C", "C", "C", "C", "C", "C", "O", "H", "H", "H", "H", "H", "H", "H", "H"],
  "coordinates": [[4.48457, -3.31655, -0.97024], [5.12421, -2.52344, -2.11444], [4.37930, -1.23628, -2.48495], [3.24172, -1.48241, -3.47536], [2.44245, -2.54243, -3.07277], [0.61936, -2.49776, -3.61029], [-0.45619, -1.01375, -2.50494], [-0.26124, -0.76044, -1.08530], [-1.54848, -0.29797, -3.07629], [-0.23184, -4.39633, -3.07804], [-1.61289, -4.54858, -2.50740], [0.47237, -5.59027, -3.30202], [5.23036, -3.88893, -0.41063], [3.96073, -2.65092, -0.27916], [3.73134, -4.00092, -1.35814], [6.16479, -2.28866, -1.86421], [5.15483, -3.15857, -3.00612], [5.08383, -0.53669, -2.95354], [4.00148, -0.74130, -1.58231], [3.70225, -1.69690, -4.46055], [2.66084, -0.54812, -3.58680], [0.52065, -2.26371, -5.21079], [0.52703, -1.29338, -0.73440], [-1.05844, -0.94968, -0.48472], [-2.39618, -0.67664, -2.80893], [-2.05828, -5.38100, -2.90259], [-1.50818, -4.77795, -1.51953], [0.02502, -6.21381, -3.88903], [-3.67811, 1.66668, -0.28106], [-2.37683, 1.86816, -0.72417], [-1.41591, 2.34191, 0.15698], [-1.75749, 2.62757, 1.47210], [-3.07286, 2.43210, 1.91303], [-4.02776, 1.94470, 1.03083], [-3.48045, 2.74530, 3.30710], [-4.61587, 2.57106, 3.70032], [-2.43503, 3.29576, 4.22444], [-2.79212, 3.63652, 5.52411], [-1.84037, 4.13939, 6.39361], [-0.52491, 4.30050, 5.97048], [-0.16545, 3.96516, 4.67687], [-1.11925, 3.46581, 3.79783], [-0.70514, 3.13051, 2.39734], [0.44480, 3.27728, 2.04661], [-4.42488, 1.28603, -0.96674], [-2.10699, 1.62833, -1.74441], [-0.39388, 2.48165, -0.16559], [-5.03683, 1.79191, 1.38899], [-3.81972, 3.49885, 5.83196], [-2.12061, 4.40620, 7.40463], [0.21975, 4.68937, 6.65317], [0.85051, 4.08261, 4.32506]],
  "forces_ev_per_a": [[-0.12, -0.06, -0.08], [-0.02, -0.02, -0.01], [0.14, 0.04, -0.14], [-0.06, -0.14, 0.09], [-0.05, 0.08, 0.07], [-0.03, 0.14, 0.17], [0.19, 0.55, 0.06], [0.22, -0.86, -0.18], [-0.41, -0.47, 0.02], [0.10, -0.13, 0.38], [-0.10, -0.15, -0.43], [0.11, 0.22, -0.78], [-0.03, 0.01, 0.00], [0.14, 0.00, 0.06], [-0.01, 0.04, 0.00], [-0.05, 0.05, 0.06], [0.08, 0.02, 0.02], [-0.04, 0.04, 0.03], [-0.03, -0.10, 0.00], [-0.05, 0.08, -0.01], [0.10, 0.02, -0.07], [0.08, -0.09, 0.01], [-0.06, 0.02, 0.08], [-0.08, 0.51, 0.04], [0.07, 0.14, 0.00], [0.03, -0.06, 0.11], [-0.03, 0.28, 0.05], [-0.14, -0.16, 0.44], [-0.03, 0.01, -0.01], [0.00, 0.03, 0.01], [-0.02, 0.00, -0.04], [0.01, 0.01, 0.04], [0.00, 0.02, 0.01], [-0.01, -0.01, -0.04], [0.08, 0.02, 0.03], [-0.02, 0.00, -0.01], [-0.03, -0.02, -0.04], [0.01, 0.01, 0.05], [-0.01, 0.00, 0.00], [0.01, 0.00, -0.01], [0.02, 0.02, 0.04], [0.00, -0.02, -0.06], [-0.06, 0.01, 0.06], [0.01, 0.02, -0.03], [0.00, 0.00, 0.00], [0.07, -0.06, 0.03], [0.01, -0.03, 0.02], [0.00, 0.01, 0.01], [0.00, -0.01, -0.02], [0.01, 0.00, 0.00], [0.00, 0.00, 0.00], [-0.01, 0.00, -0.02]],
  "lowdin_charge": [-0.12, -0.27, -0.22, -0.40, -0.34, 0.46, -0.65, 0.11, -0.03, -0.60, 0.05, 0.02, 0.05, 0.06, 0.06, 0.09, 0.10, 0.10, 0.10, 0.11, 0.09, -0.05, 0.05, 0.06, 0.07, 0.03, 0.05, 0.07, -0.05, -0.05, 0.01, -0.08, -0.09, -0.01, -0.28, 0.09, -0.08, -0.01, -0.07, -0.07, -0.01, -0.08, -0.28, 0.11, 0.11, 0.10, 0.12, 0.12, 0.12, 0.10, 0.10, 0.12]
}

3.
{
  "formula": "C38H53N4OP2Pt",
  "method": "ωB97M-V with the def2-TZVPD basis set",
  "charge": 1,
  "spin_multiplicity": 3,
  "s2": 2.0117,
  "homo_lumo_gap_ev": [5.7, 5.8],
  "elements": ["C", "C", "C", "C", "C", "H", "H", "H", "N", "P", "P", "C", "H", "H", "C", "H", "C", "C", "C", "C", "C", "H", "H", "H", "C", "H", "H", "H", "C", "H", "H", "H", "C", "H", "H", "H", "C", "H", "H", "H", "C", "H", "H", "H", "C", "H", "H", "H", "C", "H", "H", "H", "C", "H", "H", "H", "C", "H", "H", "H", "C", "H", "H", "H", "C", "H", "H", "H", "Pt", "C", "O", "N", "C", "C", "C", "C", "C", "H", "C", "H", "C", "H", "H", "H", "N", "C", "N", "C", "C", "C", "C", "C", "C", "H", "H", "H", "H", "H", "H"],
  "coordinates": [[-3.08496, 0.16763, -0.57129], [-2.04434, -1.95942, -0.66996], [-4.31467, -0.36144, -0.98044], [-3.22258, -2.48071, -1.28091], [-4.35365, -1.70068, -1.35243], [-5.18623, 0.28613, -0.96985], [-3.23020, -3.54551, -1.50081], [-5.28905, -2.12295, -1.72611], [-2.01978, -0.61104, -0.37022], [-1.23839, 2.23487, -0.31653], [0.18839, -2.13998, 0.98409], [-2.97788, 1.66857, -0.29410], [-3.56936, 2.25812, -1.02449], [-3.43381, 1.87003, 0.70015], [-1.05136, -2.84736, -0.13280], [-0.68152, -3.59573, -0.86913], [1.99932, -2.82564, 0.70532], [-0.63054, -3.19288, 2.32913], [-1.11468, 2.55985, -2.18654], [-1.27428, 3.89710, 0.61184], [2.99434, -1.71017, 0.36028], [3.03255, -0.95130, 1.14710], [3.99853, -2.16332, 0.27447], [2.74685, -1.23289, -0.59146], [2.55941, -3.52578, 1.95727], [2.57742, -2.84478, 2.81902], [2.01789, -4.44427, 2.21729], [3.60346, -3.81525, 1.75011], [1.98788, -3.78944, -0.48785], [3.03282, -4.07257, -0.71199], [1.42931, -4.71588, -0.29557], [1.58763, -3.29180, -1.38231], [-0.02103, -2.86844, 3.69763], [0.13806, -1.79071, 3.85446], [-0.71296, -3.22407, 4.47600], [0.92727, -3.38853, 3.86084], [-2.13438, -2.86962, 2.39462], [-2.34011, -1.80035, 2.51401], [-2.66460, -3.23146, 1.50822], [-2.55536, -3.39752, 3.26532], [-0.48602, -4.69369, 2.00279], [-0.18625, -4.90388, 0.97401], [0.21131, -5.19060, 2.68366], [-1.45794, -5.18329, 2.14038], [-0.06207, 4.72013, 0.15663], [0.01002, 5.63704, 0.75970], [0.86842, 4.16219, 0.30017], [-0.11876, 5.03667, -0.88601], [-1.11563, 3.67435, 2.12640], [-1.96508, 3.13436, 2.56325], [-0.18980, 3.12906, 2.35515], [-1.05724, 4.65621, 2.63382], [-2.55652, 4.70980, 0.38798], [-2.53004, 5.59113, 1.04912], [-2.65194, 5.09909, -0.62857], [-3.46776, 4.15040, 0.62536], [-1.75573, 1.45110, -3.03999], [-1.76388, 1.78138, -4.08772], [-1.22884, 0.49795, -3.00392], [-2.80829, 1.26312, -2.80785], [0.36083, 2.67730, -2.52300], [0.90105, 1.74256, -2.43880], [0.46189, 2.99510, -3.56455], [0.89925, 3.39698, -1.90549], [-1.76917, 3.89053, -2.57265], [-2.80365, 4.01767, -2.24490], [-1.19906, 4.77126, -2.26879], [-1.80205, 3.93398, -3.67038], [-0.27894, 0.26352, 0.74592], [-1.26023, 0.43951, 2.34874], [-1.87574, 0.58880, 3.31935], [0.77311, -0.04524, -1.33023], [0.89486, -0.65905, -2.34494], [0.93271, -1.59821, -3.37465], [1.86579, -1.21176, -4.34328], [0.09586, -2.73442, -3.63353], [1.89957, -1.81081, -5.59240], [2.51294, -0.37202, -4.08365], [0.16752, -3.34973, -4.89834], [-0.61395, -3.16478, -2.92382], [1.04617, -2.89370, -5.89146], [2.60204, -1.41142, -6.30535], [-0.46965, -4.21274, -5.16682], [1.09519, -3.33607, -6.88577], [3.50470, 2.54074, 0.93304], [2.49550, 1.95614, 0.27129], [1.64826, 1.37171, 1.13880], [2.16271, 1.56199, 2.42406], [1.76213, 1.17557, 3.71499], [2.52901, 1.62661, 4.80105], [3.64698, 2.45303, 4.63007], [4.08559, 2.81137, 3.34323], [3.32858, 2.31965, 2.28303], [4.29213, 3.07068, 0.54596], [2.50108, 1.90160, -0.79377], [0.89003, 0.52965, 3.79405], [2.22299, 1.34407, 5.80173], [4.19012, 2.80480, 5.50740], [4.94053, 3.46178, 3.13705]],
  "forces_ev_per_a": [[-1.61, 0.01, 0.00], [0.68, -0.64, 1.16], [0.93, 1.15, 0.44], [-0.22, 0.21, 0.03], [0.07, -0.83, -0.51], [0.10, -0.17, -0.26], [-0.13, 0.22, -0.07], [0.28, 0.03, 0.16], [-0.06, -0.28, -0.34], [-0.95, 0.94, -0.62], [-0.58, -1.97, -0.33], [-0.57, -0.18, 0.59], [0.24, -0.45, 0.40], [0.32, -0.08, -0.41], [1.23, 1.65, -3.25], [-0.62, 0.08, 0.90], [-0.35, -0.22, -0.07], [0.69, 0.52, 1.01], [0.19, 0.38, 0.38], [0.08, 0.19, -0.20], [-0.05, 0.10, 0.02], [0.01, 0.00, -0.08], [-0.37, 0.19, 0.00], [0.13, 0.00, 0.21], [0.07, -0.10, -0.04], [0.04, -0.22, -0.23], [0.17, 0.40, -0.06], [-0.30, 0.09, 0.01], [0.26, -0.16, -0.09], [-0.35, 0.03, 0.07], [0.10, 0.31, -0.10], [0.06, -0.26, 0.24], [-0.18, -0.35, 0.66], [-0.09, -0.21, -0.06], [0.25, 0.17, -0.02], [-0.23, 0.24, 0.00], [-0.21, -0.05, 0.05], [-0.02, -0.19, 0.01], [0.16, 0.16, 0.28], [0.17, 0.23, -0.14], [-0.16, -0.33, 0.17], [-0.06, 0.07, 0.22], [-0.07, 0.09, -0.10], [0.17, 0.05, -0.03], [0.20, 0.30, 0.09], [-0.07, -0.23, -0.05], [-0.03, 0.05, 0.02], [0.07, -0.08, 0.28], [0.04, -0.18, 0.10], [0.16, 0.09, -0.10], [-0.21, 0.08, 0.00], [-0.05, -0.40, -0.30], [-0.17, 0.37, -0.01], [0.00, -0.28, -0.09], [0.05, -0.12, 0.31], [0.17, 0.07, 0.03], [-0.25, 0.00, -0.19], [0.23, 0.01, 0.17], [-0.05, 0.08, 0.17], [0.19, 0.05, 0.09], [0.69, 0.13, -0.63], [-0.20, 0.11, -0.02], [0.01, 0.13, -0.03], [-0.18, 0.16, -0.04], [-0.30, 0.25, -0.72], [0.12, -0.22, -0.01], [-0.18, -0.27, 0.02], [0.04, -0.04, 0.14], [0.17, -0.53, -0.46], [-1.84, 0.78, 3.57], [1.38, -0.48, -2.36], [1.05, -2.14, -4.24], [-1.51, 1.05, 5.93], [-0.05, -1.18, -2.16], [-0.22, 0.06, -0.37], [0.12, 0.29, -0.54], [-0.18, -0.57, 0.12], [-0.08, -0.20, -0.38], [0.16, -0.10, -0.07], [0.28, 0.62, -0.01], [0.53, 1.04, 0.65], [0.04, -0.18, -0.28], [0.32, 0.62, 0.56], [-0.17, -0.02, 0.33], [0.86, 0.52, -0.07], [-0.67, -0.90, 1.99], [0.87, 0.14, -0.62], [0.71, 0.54, -0.30], [0.22, 0.13, -0.28], [-0.79, -0.37, -0.70], [0.61, 0.31, -0.83], [-0.37, -0.22, 0.71], [0.37, 0.56, 0.43], [-0.70, -0.49, 0.08], [-0.50, -0.02, -0.37], [0.21, 0.18, 0.42], [0.06, 0.01, -0.08], [-0.15, -0.09, -0.27], [-0.24, -0.28, 0.35]],
  "lowdin_spin": [0.01, 0.02, 0.01, 0.01, 0.00, 0.00, 0.00, 0.00, 0.16, 0.12, 0.11, 0.00, 0.00, 0.00, 0.01, 0.00, 0.02, 0.01, 0.03, 0.01, 0.00, 0.00, 0.00, 0.00, 0.00, 0.00, 0.00, 0.00, 0.01, 0.00, 0.00, 0.00, 0.00, 0.00, 0.00, 0.00, 0.00, 0.00, 0.00, 0.00, 0.01, 0.00, 0.00, 0.00, 0.00, 0.00, 0.00, 0.00, 0.00, 0.00, 0.00, 0.00, 0.01, 0.00, 0.00, 0.00, 0.00, 0.00, 0.00, 0.00, 0.00, 0.00, 0.00, 0.00, 0.01, 0.00, 0.00, 0.00, 1.07, 0.07, 0.00, 0.09, 0.04, 0.01, 0.00, 0.00, 0.00, 0.00, 0.00, 0.00, 0.00, 0.00, 0.00, 0.00, 0.00, 0.01, 0.10, 0.00, 0.00, 0.00, 0.00, 0.00, 0.00, 0.00, 0.00, 0.00, 0.00, 0.00, 0.00]
}

4.
{
  "formula": "C5H11O3",
  "method": "ωB97M-V with the def2-TZVPD basis set",
  "charge": -1,
  "homo_lumo_gap_ev": 8.3,
  "elements": ["C", "C", "O", "O", "H", "H", "H", "C", "C", "C", "O", "H", "H", "H", "H", "H", "H", "H", "H"],
  "coordinates": [[0.88027, 2.53560, 1.61510], [0.63431, 2.51757, 0.06717], [0.08693, 3.54443, -0.35467], [1.12081, 1.54209, -0.57315], [1.24118, 3.51176, 1.93753], [1.50532, 1.72626, 1.99665], [-0.12159, 2.45065, 2.03140], [-0.15762, -1.09984, -0.57550], [-1.53020, -1.31448, 0.14250], [0.37201, -2.46087, -1.06127], [-0.43807, -0.21835, -1.62726], [0.61267, -0.76129, 0.12970], [-1.22674, -2.04266, 0.91463], [-0.43695, -3.00528, -1.55439], [1.17358, -2.39107, -1.79438], [0.64330, -3.10367, -0.22710], [-0.02071, 0.68279, -1.49268], [-2.49371, -1.77376, -0.11811], [-1.84480, -0.33991, 0.54384]],
  "forces_ev_per_a": [[-0.58, -0.21, -0.36], [1.53, 0.60, 0.73], [-0.49, -0.16, -0.41], [-0.45, 0.28, 0.06], [0.18, -0.02, -0.15], [0.01, 0.04, -0.14], [-0.11, -0.15, 0.35], [-1.68, -0.80, -1.02], [1.03, -0.21, 2.27], [-0.85, -0.17, -0.60], [0.56, 0.41, -0.81], [-0.61, 0.67, -0.01], [-0.31, 0.60, 0.82], [-0.10, 0.05, -0.22], [0.24, 0.22, 0.23], [0.36, 0.11, 0.20], [0.29, -0.93, 0.45], [0.65, -0.02, -1.80], [0.35, -0.32, 0.39]],
  "lowdin_charge": [-0.05, -0.75, -0.07, -0.10, 0.05, 0.05, 0.05, -0.50, -0.08, -0.08, -0.10, 0.13, 0.06, 0.07, 0.07, 0.06, 0.06, 0.06, 0.07]
}

Electronic energy readings, ordered: -26312.38047; -86006.23026; -70091.32490; -11506.97842 eV